139
Properties=species:S:1:pos:R:3:forces:R:3:mulliken_charge:R:1 method="wB97M-V/def2-TZVPD" total_charge=-1 e_homo_ev=-4.64 largest_force_ev_per_a=10.1 energy_ev=-159346.4669
C 1.27759 -3.40613 4.41530 -0.27 -0.47 -0.15 -0.7401
C 0.98471 -2.14773 5.43151 1.26 -0.71 0.83 0.1959
C 2.13023 -1.00069 5.19605 0.63 0.06 0.31 -0.9496
Ta 1.38466 0.85988 3.98323 0.11 0.02 1.97 1.4338
S 0.20356 -0.74509 2.34957 1.58 0.36 -0.89 -0.1475
C 0.81151 2.70487 2.64391 -0.42 1.12 -0.70 -0.1932
C 1.67859 2.76666 1.23180 -0.43 -0.74 0.21 -0.0982
P 0.35387 2.88243 -0.18581 -0.60 3.14 1.80 0.3027
O -0.38206 4.27217 0.02923 1.73 -4.47 -1.28 -0.4172
O -0.67211 1.48701 0.01007 1.20 3.04 -1.75 -0.0262
C -1.99950 1.67936 -0.59822 -2.20 -0.82 -0.32 -0.4719
C -3.05601 2.48313 0.40711 1.38 0.51 -0.24 -0.3579
O 1.22540 2.90059 -1.69615 -1.70 0.98 1.78 -0.3961
C 1.43314 4.27096 -2.19905 0.94 1.19 -1.29 -0.1951
C 2.52949 5.14902 -1.31699 -0.03 0.57 -1.09 -0.7659
O 2.32270 2.08592 5.47358 2.04 1.38 -4.02 -0.8061
B 3.27730 3.05357 4.90191 -0.87 0.18 1.49 0.7987
O 4.16113 2.84757 3.73883 -1.91 1.95 1.02 -0.5829
O 3.39614 4.36784 5.61550 1.15 -1.69 -2.63 -0.5756
C -0.63619 0.96382 5.15373 -0.53 0.89 0.35 -1.1929
I -2.29652 -0.06394 4.07232 -0.26 0.42 1.24 -0.1241
C -1.07571 2.56430 5.17091 -0.96 -0.71 0.13 0.0413
C -2.23176 2.90245 6.31739 -0.17 0.73 -1.17 -0.9034
H 0.30355 -3.70584 3.80100 2.09 0.47 1.43 0.1520
H 1.68211 -4.32246 5.06466 -1.03 1.81 -1.50 0.2918
H 2.11385 -3.17210 3.61522 -1.76 -0.20 1.67 0.0938
H 1.16103 -2.57163 6.53327 -0.55 0.85 -2.23 0.2885
H -0.12079 -1.76540 5.41089 2.15 -0.70 -0.31 -0.0866
H 3.03895 -1.45201 4.59865 -1.69 0.65 1.29 0.3030
H 2.56739 -0.59367 6.22124 -0.90 -0.89 -1.92 0.2959
H 2.91044 0.69563 2.95732 -0.50 -0.35 -0.15 -0.0835
H 0.98665 -0.97005 1.19910 -0.34 0.40 1.43 -0.2586
H 0.86270 3.73460 3.23938 -0.01 -1.90 -1.47 0.2296
H -0.34118 2.58187 2.35978 2.39 0.18 0.69 -0.4007
H 2.37342 3.73579 1.17883 -1.62 -2.23 -0.20 0.1207
H 2.29251 1.76343 1.14406 -1.03 2.23 -0.05 0.2318
H -1.93758 2.16129 -1.67264 0.03 -0.72 2.27 0.3348
H -2.47277 0.59853 -0.76267 1.43 2.18 0.39 0.2553
H -2.38770 2.92184 1.28500 -1.63 -1.01 -1.75 -0.0602
H -3.45325 3.40923 -0.19126 0.46 -1.84 1.28 0.2134
H -3.90563 1.78289 0.82553 1.81 1.50 -0.94 0.2392
H 0.42240 4.86414 -2.39835 2.12 -1.36 0.90 0.2013
H 1.92936 4.15035 -3.27781 -1.07 -0.11 2.39 0.2869
H 2.03760 5.81807 -0.48664 0.95 -1.68 -1.48 0.1260
H 3.02456 5.90138 -2.10002 -1.04 -1.54 1.68 0.3308
H 3.40535 4.47231 -0.91896 -1.94 1.26 -0.68 0.2662
H 4.14468 3.69617 3.19379 0.16 -1.70 1.09 0.2429
H 4.11247 4.89332 5.13244 -1.49 -1.10 1.15 0.2635
H -0.58071 0.48523 6.22674 -0.28 0.99 -2.00 0.4447
H -0.09996 3.20010 5.29125 -2.00 -0.97 -0.12 0.0757
H -1.61111 2.76546 4.12558 1.52 -0.25 2.28 0.0215
H -3.00100 2.01443 6.38530 1.71 1.71 0.13 0.2050
H -2.84764 3.82302 5.87732 1.25 -1.81 1.12 0.2847
H -1.78232 3.23639 7.34641 -0.86 -0.93 -1.91 0.2409
C -5.35768 4.69544 9.75629 0.08 0.61 -0.28 -0.7390
O -5.98415 3.45531 10.02307 2.53 0.81 2.44 -0.2962
P -4.86695 2.13446 10.03643 -5.87 -6.17 -4.99 1.0145
O -5.19421 1.87290 8.56123 1.34 1.07 0.31 -0.5483
O -5.89334 1.26812 11.00126 0.96 0.56 0.37 -0.3070
C -7.26873 1.58715 11.10841 -0.48 -0.02 0.26 -0.5849
O -3.74975 0.81362 10.04979 1.50 2.58 1.57 -0.4351
C -4.23865 -0.49359 9.78973 -0.64 -0.47 0.50 -0.5380
H -6.11314 5.48266 9.77321 0.01 -0.12 0.01 0.2387
H -4.60893 4.90345 10.52319 -0.03 0.33 -0.07 0.3315
H -4.88379 4.67437 8.77152 0.02 0.06 0.00 0.3085
H -7.72021 1.78866 10.13286 0.16 0.08 0.09 0.2891
H -7.39515 2.43810 11.77568 -0.17 0.09 -0.14 0.2299
H -7.79139 0.73338 11.55345 0.37 -0.04 -0.04 0.2676
H -4.89657 -0.51536 8.91826 0.02 0.26 0.06 0.2871
H -4.76586 -0.88049 10.66764 0.01 -0.02 -0.19 0.2217
H -3.38360 -1.14484 9.59561 0.19 0.38 0.06 0.2604
C 1.66887 -7.22410 0.18588 -0.33 -0.47 0.28 -0.8401
O 2.26337 -6.44283 -0.83281 1.58 0.39 3.18 -0.2457
P 2.23298 -4.75012 -0.47677 -2.34 3.08 -9.07 0.8912
O 0.93050 -4.62870 -1.27710 -0.26 -0.40 1.59 -0.5405
O 3.52958 -4.51067 -1.47497 0.01 -0.15 1.12 -0.2918
C 3.89290 -5.45083 -2.46950 0.39 -0.16 -0.31 -0.4612
O 2.20259 -3.05741 -0.12072 0.68 -1.72 2.88 -0.2840
C 2.27025 -2.13445 -1.19729 0.76 0.07 -0.66 -0.1855
H 1.73115 -8.27654 -0.09559 0.03 0.10 -0.04 0.2270
H 2.20378 -7.07428 1.12580 -0.14 -0.29 0.10 0.3459
H 0.61859 -6.94738 0.30884 -0.01 -0.04 0.05 0.3405
H 3.02536 -5.81157 -3.02930 0.02 -0.01 0.18 0.1290
H 4.42798 -6.28010 -2.00978 -0.11 -0.16 -0.15 0.2319
H 4.57406 -4.96507 -3.17675 -0.12 0.20 0.29 0.2809
H 1.58480 -2.40106 -2.00467 0.01 -0.22 0.14 0.2360
H 3.29453 -2.07490 -1.57900 -0.20 0.05 -0.04 0.2389
H 1.99360 -1.14812 -0.81844 -0.02 -0.22 0.36 -0.0373
C 1.08439 -8.97181 -5.67107 0.47 -0.39 -0.05 -0.7836
O 0.53558 -7.67919 -5.49929 -1.97 -2.73 1.38 -0.2609
P -1.06501 -7.54484 -6.14193 1.30 9.49 -3.31 0.7914
O -0.46975 -7.01301 -7.45135 -0.47 -1.83 0.40 -0.3426
O -1.37799 -6.28637 -5.11567 -0.51 -1.55 -0.31 -0.3154
C -0.33983 -5.54455 -4.50173 0.37 0.49 0.66 -0.4570
O -2.66561 -7.41049 -6.78458 0.22 -3.16 1.43 -0.4903
C -3.14371 -6.12662 -7.15678 -0.10 0.80 0.60 -0.4465
H 2.08503 -8.99039 -5.23621 -0.10 0.07 -0.02 0.2441
H 0.46050 -9.70861 -5.16127 0.28 -0.20 0.02 0.3272
H 1.15110 -9.21484 -6.73468 0.04 -0.08 -0.02 0.2901
H 0.45488 -5.28911 -5.20836 -0.08 -0.18 0.00 0.2852
H 0.05917 -6.10473 -3.65773 0.18 0.18 -0.02 0.1695
H -0.76075 -4.61060 -4.11354 -0.20 -0.31 -0.12 0.3114
H -2.41056 -5.57654 -7.75066 0.13 -0.18 0.13 0.2146
H -3.41208 -5.55116 -6.26504 0.08 0.00 -0.22 0.2245
H -4.04673 -6.25997 -7.75654 0.10 -0.40 0.08 0.2492
C 0.82507 -6.72988 -9.59952 -0.50 -0.20 0.40 -0.8224
O 1.53166 -6.75679 -10.82490 2.62 0.09 2.58 -0.3648
P 2.65885 -5.45267 -10.97205 -2.46 1.49 -9.46 1.1583
O 1.59012 -4.64353 -11.71693 0.07 0.37 1.66 -0.5960
O 3.54835 -6.33521 -12.05132 0.35 0.26 1.07 -0.3104
C 3.00075 -7.44062 -12.74643 0.06 -0.48 -0.26 -0.5651
O 3.78604 -4.14854 -11.11921 0.28 -1.07 3.12 -0.4931
C 4.17842 -3.73181 -12.41837 0.40 -0.55 -0.55 -0.5066
H 0.14296 -7.58101 -9.56736 0.20 0.20 -0.11 0.3196
H 1.52715 -6.80414 -8.76670 -0.34 -0.13 0.06 0.3236
H 0.24845 -5.80496 -9.51698 -0.02 -0.11 0.07 0.3283
H 2.00376 -7.22422 -13.14056 0.07 0.01 0.20 0.2828
H 2.97648 -8.30891 -12.09007 -0.22 -0.06 -0.09 0.2169
H 3.65460 -7.67968 -13.59229 0.11 0.28 0.22 0.2720
H 3.32054 -3.61595 -13.08425 -0.09 -0.16 0.20 0.2725
H 4.89033 -4.44599 -12.84441 -0.14 0.14 -0.05 0.2104
H 4.68155 -2.76650 -12.32913 -0.09 -0.07 0.39 0.2495
C -2.00384 12.38695 0.40059 -0.30 0.40 0.20 -0.7687
O -0.84701 11.57253 0.40149 -1.64 0.28 -3.18 -0.2973
P -1.18158 9.94050 -0.06488 5.90 -4.32 6.70 0.9336
O -1.32541 9.57106 1.41653 -1.55 0.57 -0.72 -0.5659
O 0.39030 9.74798 -0.54136 -0.93 0.31 -0.68 -0.2780
C 1.42121 10.60553 -0.08661 0.50 0.17 -0.05 -0.6152
O -1.51616 8.30847 -0.53125 -2.09 2.37 -2.07 -0.4827
C -0.63184 7.28370 -0.10317 0.98 -0.36 -0.16 -0.3308
H -1.72172 13.40007 0.69168 0.04 -0.10 -0.02 0.2312
H -2.43731 12.41160 -0.60117 -0.16 0.29 0.07 0.3312
H -2.73760 12.00050 1.11266 -0.05 0.05 0.00 0.3163
H 1.35503 10.79184 0.98906 -0.13 0.02 -0.15 0.2994
H 1.39015 11.54072 -0.64319 0.06 0.13 0.19 0.2441
H 2.38650 10.12858 -0.28880 -0.31 -0.19 -0.10 0.2704
H -0.39252 7.37105 0.95885 -0.09 0.23 -0.08 0.3309
H 0.28696 7.30587 -0.69790 -0.10 -0.08 0.16 0.1666
H -1.11925 6.32083 -0.27121 -0.18 0.30 -0.12 0.2138